16
Properties=species:S:1:pos:R:3:nbo_charge:R:1 method="wB97M-V/def2-TZVPD" de_lowest_kcal_mol=234.0 e_tot_ha=-413.04315 orbital_gap_ev=8.59 charge=0
C -0.92 -0.17 1.15 -0.0916
C -0.55 -0.30 -0.30 0.0422
C -0.56 1.03 -1.24 -0.1125
H 1.76 1.42 2.38 0.4002
H 1.16 1.54 0.48 0.3409
H -1.80 -0.67 1.32 0.2069
H -0.17 1.84 -0.45 0.1707
H -1.67 1.52 -1.49 0.1890
H -0.26 -0.11 -2.98 0.4509
H 0.02 -2.33 1.03 0.3451
H 1.24 -2.99 -0.36 0.3765
N 0.80 1.51 1.66 -0.6283
N -0.15 0.55 1.94 -0.1943
N 0.40 -1.28 -0.73 -0.2129
N 0.28 -2.45 -0.10 -0.6205
O 0.41 0.89 -2.30 -0.6624